No. 1
40
Properties=species:S:1:pos:R:3:lowdin_charge:R:1 method="wB97M-V/def2-TZVPD" spin_multiplicity=1 largest_force_ha_per_bohr=0.01373 lumo_energy_ev=0.520 e_tot_ha=-1971.07122 molar_mass_g_mol=380.23 smiles="O=C(O)[C@@H]1CC(=O)N(c2ccc(OCc3ccc(Cl)cc3Cl)cc2)C1" e_homo_ev=-8.2 relative_energy_ev=0.021 homo_lumo_gap_ev=8.69
O -3.106 -0.349 -4.564 0.1262
C -4.002 0.021 -3.859 -0.4955
O -5.002 0.790 -4.296 0.1198
C -4.172 -0.341 -2.391 -0.1770
C -4.329 0.901 -1.516 -0.0236
C -2.913 1.207 -1.042 -0.4213
O -2.562 2.248 -0.539 0.0825
N -2.151 0.100 -1.263 0.0250
C -0.787 -0.040 -0.967 -0.1758
C -0.220 -1.310 -0.876 -0.0176
C 1.124 -1.465 -0.599 -0.0485
C 1.932 -0.353 -0.396 -0.2928
O 3.287 -0.451 -0.168 -0.0471
C 3.693 -1.246 0.934 -0.1627
C 3.496 -0.488 2.225 -0.2068
C 4.426 0.478 2.596 -0.0193
C 4.264 1.247 3.732 -0.0958
C 3.141 1.053 4.521 -0.6729
Cl 2.918 1.994 5.948 0.6874
C 2.190 0.107 4.178 -0.1262
C 2.372 -0.650 3.030 -0.5813
Cl 1.157 -1.813 2.639 0.7582
C 1.370 0.915 -0.489 0.0165
C 0.030 1.073 -0.776 0.0113
C -2.903 -0.998 -1.844 -0.0965
H -4.881 1.006 -5.235 0.1390
H -5.041 -1.000 -2.329 0.1579
H -4.948 0.698 -0.640 0.1352
H -4.756 1.754 -2.040 0.1264
H -0.821 -2.194 -1.018 0.1054
H 1.541 -2.460 -0.549 0.1162
H 4.757 -1.437 0.772 0.1336
H 3.157 -2.200 0.962 0.0945
H 5.292 0.627 1.970 0.1229
H 4.997 1.989 4.005 0.1060
H 1.315 -0.039 4.790 0.1038
H 2.002 1.776 -0.341 0.1225
H -0.391 2.062 -0.839 0.1051
H -3.146 -1.747 -1.082 0.1356
H -2.329 -1.466 -2.649 0.1294

No. 2
44
Properties=species:S:1:pos:R:3:lowdin_spin:R:1 method="wB97M-V/def2-TZVPD" spin_multiplicity=4 largest_force_ha_per_bohr=0.02883 lumo_energy_ev="2.205 / 2.110" e_tot_ha=-12250.99557 total_charge=-1 molar_mass_g_mol=816.84 e_homo_ev="-4.1 / -4.1" relative_energy_ev=0.558 homo_lumo_gap_ev="6.35 / 6.23"
Cr 7.636 13.587 7.269 3.3049
C 11.809 15.003 7.293 0.0033
C 10.379 14.762 7.044 0.0235
N 9.769 13.691 7.365 -0.0225
N 10.379 12.807 8.299 0.0041
C 9.430 12.568 9.182 0.0050
O 8.244 13.076 9.129 0.0167
C 9.779 11.659 10.267 -0.0013
C 8.728 11.144 10.993 0.0003
C 8.943 10.125 11.933 0.0000
C 10.221 9.634 12.135 0.0003
C 11.284 10.179 11.383 0.0000
C 11.066 11.168 10.447 -0.0001
C 9.466 15.824 6.468 0.0048
C 9.880 16.890 5.725 0.0018
C 9.007 17.928 5.414 0.0047
C 7.733 17.875 5.904 0.0017
C 7.351 16.749 6.602 0.0068
N 8.206 15.772 6.895 0.0070
H 12.148 14.229 7.956 0.0000
H 12.008 16.022 7.678 0.0009
H 12.353 14.909 6.339 0.0015
H 7.743 11.519 10.743 -0.0001
H 8.059 9.720 12.433 0.0000
H 10.363 8.814 12.860 0.0000
H 12.274 9.767 11.542 0.0000
H 11.852 11.536 9.799 0.0000
H 10.905 16.882 5.371 0.0001
H 9.415 18.733 4.854 0.0003
H 7.016 18.655 5.745 0.0001
H 6.350 16.586 6.973 0.0002
Se 7.309 13.633 4.566 -0.0924
Se 5.556 15.156 4.528 -0.0018
Se 4.044 13.990 5.914 0.0078
Se 5.172 14.192 7.971 -0.0594
Te 7.319 11.034 6.298 -0.1745
C 7.868 9.559 7.735 -0.0137
C 9.132 9.186 8.085 -0.0125
C 9.151 8.006 8.900 0.0001
C 7.898 7.507 9.143 -0.0126
S 6.702 8.467 8.395 -0.0044
H 9.995 9.720 7.762 -0.0002
H 10.066 7.574 9.255 0.0003
H 7.706 6.609 9.742 -0.0008

No. 3
40
Properties=species:S:1:pos:R:3:lowdin_charge:R:1 method="wB97M-V/def2-TZVPD" spin_multiplicity=1 largest_force_ha_per_bohr=0.02922 lumo_energy_ev=-3.599 e_tot_ha=-1374.32200 total_charge=+1 molar_mass_g_mol=340.36 e_homo_ev=-10.7 homo_lumo_gap_ev=7.09
Li 0.018 -0.099 -2.271 0.7145
N -1.020 0.160 4.748 0.1698
C -0.589 0.056 6.040 -0.1848
C -1.235 0.211 7.260 -0.0168
C -0.467 0.027 8.390 -0.0777
C 0.895 -0.299 8.317 -0.0810
C 1.543 -0.454 7.115 -0.0033
C 0.792 -0.274 5.947 -0.2182
N 1.147 -0.359 4.638 0.1859
C 0.064 -0.100 3.939 -0.2763
C 0.023 -0.090 2.498 -0.1086
C 1.182 -0.367 1.755 0.0218
C 1.124 -0.353 0.379 -0.1271
N 0.012 -0.085 -0.321 -0.0650
C -1.090 0.178 0.387 -0.1376
C -1.138 0.188 1.765 0.0103
H -1.958 0.384 4.464 0.1564
H -2.284 0.462 7.324 0.1112
H -0.926 0.137 9.360 0.1064
H 1.438 -0.430 9.241 0.1058
H 2.590 -0.705 7.071 0.1137
H 2.101 -0.588 2.274 0.1207
H 2.006 -0.564 -0.212 0.1143
H -1.985 0.391 -0.185 0.1138
H -2.075 0.412 2.250 0.1119
N -0.096 1.135 -9.177 0.0957
C 0.004 -0.032 -8.525 -0.8096
S 0.125 -1.449 -9.358 0.7425
C 0.005 -0.038 -7.058 -0.2091
C -0.095 1.132 -6.298 0.0115
C -0.089 1.054 -4.919 -0.1289
N 0.008 -0.092 -4.243 -0.0525
C 0.105 -1.214 -4.965 -0.1160
C 0.107 -1.239 -6.346 -0.0197
H -0.094 1.114 -10.183 0.1046
H -0.172 2.030 -8.728 0.0957
H -0.178 2.102 -6.762 0.1108
H -0.166 1.961 -4.331 0.1161
H 0.183 -2.134 -4.399 0.1176
H 0.187 -2.174 -6.882 0.0809

No. 4
44
Properties=species:S:1:pos:R:3:lowdin_charge:R:1 method="wB97M-V/def2-TZVPD" spin_multiplicity=1 largest_force_ha_per_bohr=0.02384 lumo_energy_ev=-0.969 e_tot_ha=-1783.97884 molar_mass_g_mol=417.40 smiles="O=C(NCc1ccco1)c1cc(NS(=O)(=O)c2cccc([N+](=O)[O-])c2)ccc1O" e_homo_ev=-8.4 relative_energy_ev=0.044 homo_lumo_gap_ev=7.43
O 1.180 -3.568 -0.630 0.0625
C 0.565 -2.510 -0.769 -0.3906
N 1.108 -1.468 -1.430 0.0950
C 2.517 -1.442 -1.741 -0.0788
C 3.282 -0.758 -0.648 -0.2769
C 4.544 -0.243 -0.598 -0.0240
C 4.721 0.244 0.720 -0.0570
C 3.556 -0.009 1.372 -0.1337
O 2.675 -0.619 0.551 0.0302
C -0.788 -2.313 -0.192 -0.0403
C -1.600 -1.232 -0.532 0.0221
C -2.804 -1.013 0.115 -0.2938
N -3.579 0.100 -0.222 -0.0589
S -2.922 1.501 -0.828 0.6612
O -2.430 1.291 -2.153 -0.2698
O -3.905 2.511 -0.594 -0.2738
C -1.494 1.810 0.230 -0.2509
C -1.662 1.999 1.590 -0.0303
C -0.562 2.290 2.384 -0.0307
C 0.696 2.399 1.815 0.0215
C 0.843 2.198 0.449 -0.1298
N 2.149 2.324 -0.161 -0.3375
O 2.964 3.018 0.403 0.1031
O 2.325 1.731 -1.204 0.0911
C -0.249 1.901 -0.354 0.0169
C -3.225 -1.900 1.106 -0.0086
C -2.457 -2.997 1.420 0.0094
C -1.234 -3.229 0.782 -0.2606
O -0.536 -4.310 1.136 0.0772
H 0.644 -0.575 -1.422 0.1147
H 2.848 -2.483 -1.833 0.1337
H 2.681 -0.923 -2.688 0.1369
H 5.252 -0.206 -1.399 0.1134
H 5.590 0.725 1.118 0.1055
H 3.234 0.179 2.376 0.1200
H -1.337 -0.569 -1.339 0.0965
H -4.420 0.244 0.314 0.1222
H -2.651 1.936 2.013 0.1235
H -0.686 2.441 3.445 0.1151
H 1.566 2.642 2.407 0.1252
H -0.144 1.782 -1.422 0.1263
H -4.165 -1.734 1.610 0.1154
H -2.779 -3.706 2.166 0.1220
H 0.273 -4.344 0.562 0.0853

No. 5
40
Properties=species:S:1:pos:R:3:lowdin_charge:R:1 method="wB97M-V/def2-TZVPD" spin_multiplicity=1 largest_force_ha_per_bohr=0.06122 lumo_energy_ev=0.299 e_tot_ha=-1442.13920 molar_mass_g_mol=349.42 smiles="S=c1oc2ccccc2n1-c1ccnc(NCCc2ccncc2)n1" e_homo_ev=-8.3 relative_energy_ev=0.000 homo_lumo_gap_ev=8.56
S 3.343 -3.309 -0.374 0.6683
C 3.224 -1.729 0.144 -0.7661
O 3.938 -1.366 1.223 0.0587
C 3.566 -0.079 1.468 -0.2055
C 3.935 0.702 2.550 0.0189
C 3.355 1.963 2.680 -0.0981
C 2.453 2.448 1.764 -0.0859
C 2.067 1.648 0.667 0.0102
C 2.688 0.388 0.521 -0.1538
N 2.605 -0.595 -0.433 0.0620
C 1.467 -0.703 -1.213 -0.2935
C 1.251 0.135 -2.301 0.0068
C 0.042 0.019 -2.987 -0.0809
N -0.899 -0.795 -2.503 0.1386
C -0.633 -1.581 -1.490 -0.4079
N -1.585 -2.479 -1.028 0.0660
C -3.039 -2.238 -1.191 -0.1774
C -3.527 -1.492 0.042 -0.1508
C -2.893 -0.110 0.192 -0.2057
C -1.917 0.126 1.217 -0.0103
C -1.333 1.412 1.344 -0.1436
N -1.612 2.429 0.510 0.0534
C -2.560 2.194 -0.399 -0.1552
C -3.188 0.981 -0.634 -0.0316
N 0.530 -1.571 -0.848 0.2178
H 4.589 0.334 3.351 0.1285
H 3.651 2.626 3.457 0.0960
H 2.052 3.474 1.868 0.1198
H 1.377 1.996 -0.093 0.1030
H 1.999 0.865 -2.588 0.1148
H -0.107 0.674 -3.831 0.1098
H -1.280 -2.901 -0.177 0.1208
H -3.553 -3.202 -1.289 0.1133
H -3.271 -1.660 -2.117 0.1215
H -4.623 -1.422 -0.053 0.1195
H -3.307 -2.058 0.971 0.1189
H -1.564 -0.573 1.955 0.1005
H -0.550 1.593 2.085 0.0967
H -2.792 3.018 -1.046 0.0971
H -3.899 0.839 -1.416 0.1057

No. 6
37
Properties=species:S:1:pos:R:3:lowdin_charge:R:1 method="wB97M-V/def2-TZVPD" spin_multiplicity=1 largest_force_ha_per_bohr=0.09541 lumo_energy_ev=-0.414 e_tot_ha=-850.35961 molar_mass_g_mol=273.14 e_homo_ev=-8.2 homo_lumo_gap_ev=7.81
O -0.118 -0.982 1.924 0.0005
C 1.943 -2.906 -2.258 -0.0956
C 1.909 3.582 1.453 -0.1155
C 2.358 -2.973 -0.917 -0.0753
C 0.934 -2.056 -2.745 -0.0865
C 0.998 2.989 2.312 -0.0961
C 2.373 2.908 0.356 -0.0985
C -3.846 0.166 -0.764 -0.0331
C 1.720 -2.110 -0.037 -0.0372
C 0.382 -1.205 -1.850 -0.0832
C 0.549 1.731 2.030 -0.0633
C 2.058 1.552 0.154 -0.0108
C -2.957 1.066 -1.160 -0.0638
C -3.407 -0.793 0.170 0.0410
C 0.713 -1.254 -0.517 -0.0964
C 1.047 0.969 0.968 -0.0599
C -1.638 1.090 -0.745 0.0259
C -2.142 -0.725 0.671 -0.1194
N -1.272 0.145 0.150 0.1433
B 0.077 -0.274 0.625 -0.7665
C -1.392 -1.513 1.711 -0.1255
H 2.481 -3.434 -2.974 0.0685
H 2.211 4.638 1.654 0.1123
H 3.269 -3.558 -0.689 0.1095
H 0.437 -2.094 -3.738 0.1144
H 0.571 3.555 3.103 0.0904
H 2.989 3.460 -0.305 0.0842
H -4.860 0.126 -1.025 0.1049
H 2.139 -2.056 1.008 0.1381
H -0.411 -0.490 -2.055 0.0959
H -0.320 1.455 2.592 0.1063
H 2.419 0.953 -0.638 0.0910
H -3.283 1.912 -1.820 0.1374
H -3.936 -1.678 0.437 0.1215
H -0.923 1.792 -1.195 0.1622
H -1.875 -1.433 2.671 0.1337
H -1.193 -2.555 1.444 0.1457